A cluster of 11 separate species, C62H146BN10O27 in total, computed with the ωB97M-V functional and the def2-TZVPD basis.

Electronic energy: -137511.4948 eV
LUMO: 0.073 Ha
HOMO level: -6.56 eV
2S+1: 1
Net charge: -1

```
246
Properties=species:S:1:pos:R:3:forces:R:3
O 0.21613 0.90478 2.30345 -2.934 -1.911 -2.180
C -0.59103 0.37916 1.48246 2.504 1.767 5.148
O -0.40472 0.35732 0.24097 0.785 0.352 -2.788
B -1.54722 -0.20623 -0.46621 -0.824 -0.383 0.128
O -2.47099 -0.66103 0.57403 0.700 0.312 1.433
C -1.97226 -0.27482 1.75424 -2.267 0.981 2.996
O -2.57864 -0.22894 2.84786 1.944 -0.680 -3.441
O -1.12274 -1.24947 -1.33584 0.792 -1.087 -1.728
C -1.15732 -0.84099 -2.61326 1.472 -1.062 -1.127
O -0.57245 -1.37487 -3.55136 -1.506 1.032 1.877
C -1.98322 0.47219 -2.61828 -1.469 1.584 -2.070
O -2.21895 0.73075 -1.33833 -0.303 1.415 -1.374
O -2.39501 1.11510 -3.61389 1.746 -2.255 3.485
C 3.63364 -5.61128 4.48033 2.483 0.091 0.676
O 2.34258 -5.22268 4.71717 -0.013 0.211 -0.531
C 1.57485 -5.21734 3.52907 -3.383 -1.493 0.665
C 0.36705 -4.32760 3.80738 0.208 0.719 -0.578
N 0.90556 -3.00097 4.03812 -0.338 0.708 0.519
C 0.07684 -2.25786 4.99917 0.707 1.242 -1.193
C 0.75231 -1.00035 5.55731 -1.149 -1.021 1.206
O 1.70843 -1.38854 6.57036 0.664 0.689 -0.897
C 2.97911 -1.74277 6.05421 0.497 0.223 0.247
H 4.16650 -4.81584 3.95935 0.220 -0.074 -0.463
H 3.87241 -6.57728 4.03543 -0.941 -0.214 -0.856
H 4.19702 -5.75727 5.40196 -0.391 0.490 0.617
H 1.15816 -6.22374 3.48902 0.041 -0.414 -0.522
H 1.94226 -5.01812 2.52238 1.159 0.508 0.432
H -0.29328 -4.64174 4.61571 0.535 -0.518 0.761
H -0.36592 -4.30080 3.00106 0.423 -0.122 -0.659
H 1.82931 -3.09713 4.43502 -0.224 -0.187 -0.054
H -0.22420 -2.89715 5.82908 -0.260 0.027 0.168
H -0.76420 -1.86509 4.42778 -0.554 -0.294 0.210
H -0.01790 -0.47137 6.11861 -0.157 -0.145 0.293
H 0.99026 -0.23981 4.81363 1.118 -0.379 -0.296
H 3.73259 -1.76858 6.84143 -0.355 -0.040 0.495
H 3.38855 -1.00118 5.36827 -0.321 0.130 -0.422
H 3.01115 -2.73082 5.59504 -0.072 -0.049 -0.022
C -5.45805 -4.08346 3.82937 1.147 -1.461 -1.549
O -5.36002 -4.53925 2.43597 -1.425 0.857 0.386
C -4.10699 -4.34985 1.78039 0.227 -1.355 1.049
C -4.20972 -4.80382 0.29396 -0.888 0.152 1.120
N -5.06637 -3.87167 -0.42576 1.725 -0.558 -1.315
C -4.26403 -2.64782 -0.74317 -1.555 0.148 1.606
C -5.19432 -1.72312 -1.46244 0.585 0.365 -0.943
O -6.13126 -1.25214 -0.54429 -0.702 -0.255 0.547
C -7.31492 -0.78823 -1.15287 0.313 -0.985 -0.288
H -5.24438 -3.03414 4.03276 -0.488 0.307 -0.574
H -4.65670 -4.60946 4.34830 -0.043 -0.262 0.459
H -6.42853 -4.45365 4.15983 0.120 0.421 0.102
H -3.46177 -5.04421 2.31856 0.846 0.075 -0.082
H -3.80865 -3.32825 2.01580 0.450 0.165 -0.697
H -4.71264 -5.76970 0.24654 -0.098 -0.217 0.521
H -3.24616 -5.02003 -0.16743 0.181 0.670 0.043
H -5.77917 -3.69056 0.26648 -0.348 0.772 -0.259
H -3.33076 -2.80672 -1.28340 -0.193 -0.553 -0.028
H -4.05949 -2.22001 0.23827 0.596 0.447 -0.386
H -5.58731 -2.30833 -2.29382 -0.876 -0.262 0.057
H -4.77330 -0.87041 -1.99510 0.778 0.311 0.237
H -7.55912 -1.50472 -1.93717 -0.212 0.126 -0.442
H -7.14595 0.19319 -1.59597 -0.401 0.230 0.132
H -8.14001 -0.88328 -0.44697 0.172 0.655 0.192
C -2.48511 -13.67350 0.04719 0.648 0.758 -0.631
O -2.40517 -12.45233 0.75664 -1.200 -0.168 1.109
C -1.83260 -11.30646 0.14002 -0.055 -1.962 0.315
C -1.69808 -10.13369 1.10650 -0.654 -1.156 -1.704
N -1.46133 -9.04926 0.19876 0.137 -0.056 -0.144
C -1.08431 -7.89947 0.94232 -0.828 2.312 -0.236
C -0.73684 -6.72285 0.00627 -0.393 -0.358 0.314
O -0.64577 -5.43358 0.65043 -0.203 -1.859 -0.182
C -0.32336 -4.41170 -0.27112 0.319 0.886 1.041
H -2.73694 -14.52123 0.68442 0.168 0.402 0.429
H -1.51527 -13.83723 -0.42261 0.221 -0.416 -0.118
H -3.22355 -13.67969 -0.75454 -0.243 0.359 -0.139
H -2.36905 -11.02008 -0.76458 -0.298 0.121 0.012
H -0.84499 -11.66342 -0.15207 0.531 0.470 -0.359
H -0.87217 -10.35871 1.78128 -0.011 0.224 0.432
H -2.63504 -9.90542 1.61453 0.086 -0.390 0.389
H -0.90871 -9.34211 -0.59430 0.558 0.396 0.150
H -0.36054 -8.09333 1.73394 0.414 0.130 -0.002
H -2.02752 -7.59536 1.39618 0.057 0.157 0.742
H -1.54900 -6.67102 -0.71886 -0.213 -0.004 -0.173
H 0.12063 -7.08844 -0.55870 0.763 0.849 -0.090
H 0.74723 -4.23372 -0.16981 0.288 -0.386 -1.073
H -0.69072 -3.45465 0.09927 -0.702 -0.110 0.169
H -0.74038 -4.57265 -1.26524 0.473 -0.101 -0.030
C -4.16160 1.64502 5.12350 0.293 -0.729 -0.719
O -4.46207 1.88355 6.45852 -0.806 1.018 1.215
C -5.86648 2.02905 6.73230 0.271 -0.851 1.044
C -6.14871 2.09679 8.26797 1.565 1.130 -0.100
N -5.86308 3.42363 8.91051 0.194 0.236 -0.982
C -4.54166 4.05831 8.62791 -0.073 -0.348 1.470
C -3.28218 3.47954 9.35190 -1.229 -1.346 0.292
O -3.38124 3.57020 10.83110 -1.151 0.074 -2.276
C -2.19364 3.44483 11.55967 -0.375 0.783 -0.207
H -4.60217 0.70006 4.80562 -0.149 -0.167 -0.211
H -3.08324 1.52565 5.01852 -0.023 0.090 0.139
H -4.48143 2.41677 4.42336 -0.200 0.330 0.110
H -6.34159 1.10630 6.39927 -0.236 -0.188 -0.185
H -6.35086 2.84227 6.19179 0.276 0.376 -0.044
H -5.50943 1.36938 8.76825 0.004 -0.586 -0.284
H -7.18380 1.81390 8.45948 -0.040 0.238 -0.082
H -6.07546 3.38843 9.89730 0.209 -0.032 0.018
H -4.50702 5.09198 8.97202 -0.814 0.274 -0.190
H -4.42962 4.04336 7.54379 0.435 -0.047 0.195
H -2.39330 3.90768 8.88855 0.237 0.348 0.530
H -3.29842 2.41769 9.10637 0.459 -0.270 0.083
H -1.54773 2.64798 11.19099 0.166 0.016 0.030
H -2.49012 3.27248 12.59432 0.124 -0.230 -0.005
H -1.74591 4.43772 11.51713 0.898 -0.145 0.124
C 7.71514 2.92225 -7.52310 -0.491 1.699 1.310
O 6.50485 3.46023 -6.97877 0.094 0.534 -0.697
C 6.65986 4.26738 -5.79605 -1.194 -0.625 -0.639
C 5.20201 4.64551 -5.44152 0.691 0.171 0.301
N 4.54104 3.67533 -4.59104 0.305 0.720 0.468
C 3.31791 4.17512 -3.94201 1.132 -1.341 0.083
C 2.80390 3.16389 -2.88911 -1.116 0.813 -0.517
O 2.48939 3.89320 -1.70714 -0.615 -0.946 0.460
C 1.80245 3.06776 -0.73015 0.508 0.236 -1.000
H 8.34550 3.80979 -7.57791 0.756 -0.289 -0.408
H 7.53299 2.52667 -8.52232 -0.027 -0.306 0.379
H 8.09428 2.26103 -6.74391 0.483 -0.593 -0.591
H 7.24267 5.17453 -5.95573 0.186 0.061 -0.513
H 7.18881 3.66173 -5.06017 -0.256 0.081 0.471
H 4.68068 4.80315 -6.38570 -0.031 -0.074 -0.449
H 5.21621 5.64673 -5.01088 -0.060 -0.085 0.601
H 4.37180 2.85223 -5.15137 -0.250 -0.444 0.080
H 2.51587 4.28792 -4.67145 -0.158 0.515 -0.084
H 3.57056 5.11288 -3.44714 -0.229 0.029 -0.005
H 3.36263 2.24491 -2.71196 0.916 0.303 0.159
H 1.89644 2.77979 -3.35505 -0.618 -0.169 0.330
H 1.33901 3.71707 0.01264 0.489 -0.099 0.115
H 2.49964 2.32294 -0.34641 0.170 0.207 0.590
H 1.01023 2.45667 -1.16265 -0.302 0.167 -0.463
C 0.87803 0.92800 -5.28351 0.718 -0.281 -0.520
O 2.02374 1.28775 -6.05199 -1.084 3.269 1.853
C 2.68927 0.31490 -6.70692 1.026 -0.093 -0.871
C 3.97657 0.88249 -7.33444 -0.315 0.683 0.194
N 5.01810 1.25660 -6.42784 -0.335 -0.790 1.175
C 5.77790 0.11748 -5.91795 -0.840 0.708 0.375
C 6.59396 0.52667 -4.66058 0.137 -1.141 -0.687
O 7.44952 -0.57625 -4.31658 0.364 0.215 1.320
C 8.19237 -0.38944 -3.08107 -0.036 0.328 -0.509
H 0.34343 0.11901 -5.78133 -0.255 -0.046 0.050
H 0.23707 1.80357 -5.18026 0.075 -0.044 -0.069
H 1.18819 0.58553 -4.29629 -0.048 -0.119 0.146
H 2.01746 0.10681 -7.53967 0.224 -1.552 -0.272
H 2.95675 -0.44416 -5.97180 -0.204 -0.952 -0.495
H 3.74307 1.84039 -7.79922 -0.529 -0.202 -0.552
H 4.35446 0.18482 -8.08181 -0.140 -0.313 -0.420
H 5.51933 2.06566 -6.76592 0.406 -0.380 0.124
H 6.24713 -0.41718 -6.74383 1.215 0.137 0.055
H 5.02854 -0.62201 -5.63562 0.005 -0.047 0.572
H 5.90436 0.75992 -3.84932 -0.194 -0.112 0.088
H 7.16429 1.44190 -4.81925 0.277 0.076 -0.242
H 7.64697 0.11662 -2.28449 -0.478 0.244 -0.254
H 9.10919 0.17314 -3.25726 0.004 0.362 -0.251
H 8.54915 -1.30139 -2.60236 -0.447 -0.569 -0.687
C 4.63249 7.49159 8.16615 0.364 -0.694 -1.596
O 4.26754 7.06365 6.82766 0.234 0.100 0.740
C 3.02786 6.36464 6.69827 0.325 0.631 -1.713
C 2.95926 5.85512 5.19171 -0.178 0.122 0.954
N 1.63160 5.37593 4.80569 -0.012 1.267 1.175
C 1.46169 4.89945 3.46723 0.156 -1.766 0.207
C 2.48086 3.79359 3.08269 -3.120 0.051 -1.693
O 3.41444 4.41732 2.31076 3.415 0.852 -0.595
C 4.61317 3.66296 2.21297 0.205 0.566 0.348
H 5.60582 7.96610 8.04130 -0.012 0.016 0.004
H 4.78993 6.59534 8.76620 -0.308 0.131 0.457
H 3.96982 8.23715 8.60556 -0.402 -0.268 0.018
H 2.25185 7.10748 6.88298 -0.506 -0.308 0.056
H 2.95453 5.51941 7.38258 -0.007 -0.073 0.203
H 3.72108 5.08228 5.08953 0.287 -0.237 0.018
H 3.26240 6.64948 4.50966 -0.110 0.209 0.159
H 1.30501 4.67964 5.46038 0.009 -0.062 -0.005
H 1.45936 5.65923 2.68567 0.446 0.305 0.226
H 0.46673 4.45946 3.39958 -0.138 -0.066 0.185
H 1.98726 3.19188 2.31954 -0.706 -0.959 0.484
H 2.79097 3.10979 3.87284 0.453 0.400 0.382
H 4.97523 3.51194 3.22993 0.219 -0.348 0.150
H 5.38881 4.22707 1.69503 -0.302 0.214 -0.155
H 4.51420 2.70110 1.70986 -0.376 -0.156 -0.054
C -1.32748 6.28660 -5.72961 -0.476 0.776 -0.749
O -2.24454 5.53758 -5.02558 0.066 -1.085 1.325
C -1.58637 4.57471 -4.20177 -0.427 -0.428 1.083
C -0.94423 5.17162 -2.88270 -2.001 0.005 -1.218
N -2.05531 5.74163 -2.05026 1.564 -0.712 0.165
C -1.57558 6.19528 -0.73427 -0.964 -0.027 -0.004
C -1.35575 5.04625 0.24507 -0.497 -0.888 -0.741
O -2.65302 4.57886 0.62061 0.114 0.444 1.042
C -2.59982 3.45649 1.47549 0.294 -0.585 -0.225
H -0.59160 5.63414 -6.19956 0.302 0.166 -0.190
H -0.85984 7.06691 -5.12916 0.386 -0.010 0.166
H -1.94270 6.79487 -6.47208 0.370 0.132 -0.383
H -0.91925 3.95712 -4.80313 0.890 0.468 -0.207
H -2.31882 3.80253 -3.96655 -0.430 0.495 0.521
H -0.20768 5.92470 -3.16284 0.308 0.148 0.111
H -0.44486 4.37577 -2.33013 -0.040 0.005 -0.046
H -2.50262 6.51294 -2.52470 0.048 -0.066 -0.212
H -2.40647 6.75443 -0.30405 -0.075 0.140 0.118
H -0.75644 6.91235 -0.78829 0.579 -0.204 0.023
H -0.70817 5.26467 1.09420 -0.251 0.561 0.377
H -0.86307 4.19052 -0.21655 0.243 -0.050 -0.461
H -2.28973 2.58579 0.89774 -0.041 -0.283 -0.196
H -3.55406 3.21781 1.94512 -0.246 0.398 -0.407
H -1.88673 3.50930 2.29818 0.310 0.557 0.104
C 0.02209 -5.10457 -3.98162 0.615 -0.625 1.380
O 1.07774 -4.89406 -2.99539 -0.651 -0.196 -0.720
C 2.02844 -3.89800 -3.35049 -0.779 0.626 0.738
C 3.01129 -3.64982 -2.20018 1.548 -1.984 -0.088
N 3.91174 -2.53167 -2.40670 -1.337 0.232 -0.691
C 3.27823 -1.26153 -2.12110 0.937 0.001 1.705
C 2.78351 -1.13652 -0.62806 0.322 0.738 -0.545
O 3.78063 -1.46650 0.35839 -0.633 -0.577 -0.388
C 3.25155 -1.34923 1.68442 0.043 0.539 -0.076
H -0.51225 -4.23175 -4.35681 0.468 0.459 0.205
H -0.69410 -5.70059 -3.41599 -0.174 -0.057 -0.157
H 0.36164 -5.72310 -4.81241 0.267 0.120 -0.162
H 1.44007 -2.98631 -3.45414 0.206 0.311 -0.800
H 2.55077 -4.23197 -4.24700 0.160 0.483 -0.197
H 3.67561 -4.51394 -2.20844 0.067 -0.372 0.070
H 2.57040 -3.72043 -1.20582 -0.585 0.439 -0.045
H 4.74287 -2.53034 -1.83283 -0.077 -0.733 0.092
H 2.44415 -1.02008 -2.77998 0.002 -0.085 -0.054
H 4.12667 -0.60480 -2.31336 -0.456 0.919 0.158
H 1.86462 -1.70308 -0.47722 0.001 -0.403 0.072
H 2.48325 -0.09804 -0.48840 -0.064 0.318 0.095
H 2.24396 -1.74058 1.82481 -0.179 -0.120 -0.403
H 3.23469 -0.29468 1.95964 -0.171 0.211 0.080
H 3.85901 -1.85567 2.43450 0.443 -0.194 -0.438
C -2.86280 2.42062 -7.33889 -0.186 0.363 0.158
C -4.24463 2.13943 -6.75062 0.037 -0.381 -0.147
C -4.62710 0.65236 -6.87810 -0.771 0.260 0.057
O -5.96116 0.41043 -6.33002 1.166 0.459 -0.101
C -6.94938 0.25156 -7.28618 -0.918 -0.796 -0.572
N -4.25490 2.50845 -5.36998 0.413 0.462 0.477
H -2.57876 3.44724 -7.10770 -0.293 0.255 -0.226
H -2.86797 2.26776 -8.41811 0.252 -0.068 0.011
H -2.06284 1.86261 -6.85227 -0.133 -0.595 -0.097
H -4.97345 2.81116 -7.20416 -0.205 -0.326 -0.669
H -3.93929 0.05851 -6.27614 0.059 0.081 0.172
H -4.55046 0.27586 -7.89814 -0.257 -0.012 -0.259
H -7.89882 -0.01278 -6.82056 0.091 0.114 0.498
H -6.74337 -0.60226 -7.93167 0.266 -0.144 -0.305
H -7.19124 1.09318 -7.93524 0.471 0.517 0.029
H -3.46996 2.03039 -4.95113 -0.239 0.021 0.628
H -5.11663 2.19808 -4.94432 0.035 -0.112 0.234
```
Positions in Å, forces in eV/Å.

Here are the Mulliken charges for atoms 1 to 5, given in e: atom 1 (O): -0.831, atom 2 (C): 0.399, atom 3 (O): 0.742, atom 4 (B): 0.817, atom 5 (O): -0.573